{
  "formula": "C27H44BrFeNP2S",
  "method": "the ωB97M-V functional and the def2-TZVPD basis",
  "e_tot_ev": -164024.5426,
  "charge": 2,
  "orbital_gap_ev": [6.215, 4.135],
  "spin_multiplicity": 5,
  "fmax_ha_per_bohr": 0.10695,
  "relative_energy_kcal_mol": 0.0,
  "e_lumo_ev": [-6.78, -8.86],
  "species": ["C", "C", "C", "C", "N", "C", "C", "C", "C", "C", "C", "C", "C", "C", "Fe", "P", "H", "H", "H", "H", "H", "H", "H", "H", "C", "C", "H", "H", "H", "H", "H", "C", "C", "H", "H", "H", "H", "H", "C", "C", "H", "H", "H", "H", "H", "Br", "P", "C", "C", "H", "H", "H", "H", "H", "C", "C", "H", "H", "H", "H", "H", "C", "C", "H", "H", "H", "H", "H", "C", "S", "C", "H", "H", "H", "H", "H", "H"],
  "coordinates": [[-7.9336, -0.5389, -3.9597], [-6.6010, -0.0667, -3.9641], [-6.1455, 0.4468, -5.2043], [-6.9202, 0.3805, -6.3480], [-8.1561, -0.1147, -6.3321], [-8.6500, -0.5602, -5.1899], [-5.5664, -0.1190, -2.9521], [-4.2327, -0.1898, -3.0252], [-2.8745, -0.1089, -3.3618], [-2.2919, 1.1556, -3.1193], [-0.9007, 1.2434, -2.9979], [-0.1581, 0.0456, -2.7314], [-0.6704, -1.1867, -3.2199], [-2.0311, -1.2488, -3.4896], [-4.5023, 0.3047, -1.2825], [-0.6736, 2.8559, 0.2325], [-5.1173, 0.7746, -5.2874], [-8.4204, -0.9562, -3.0835], [-6.4950, 0.7148, -7.2954], [-9.6611, -0.9860, -5.2450], [-2.4640, -2.2316, -3.7216], [-2.9410, 2.0310, -2.8911], [-0.0326, -2.0813, -3.1682], [-0.4335, 2.2180, -2.8932], [0.9125, 2.5665, 1.1694], [1.9634, 3.6687, 1.2094], [1.3493, 1.6898, 0.6600], [0.6443, 2.2363, 2.1856], [2.7486, 3.3771, 1.9214], [2.4407, 3.7981, 0.2273], [1.5568, 4.6329, 1.5380], [-0.2525, 4.2405, -0.9168], [-1.4636, 5.0222, -1.4226], [0.2776, 3.7711, -1.7646], [0.4750, 4.9027, -0.4283], [-1.1723, 5.6073, -2.3067], [-2.2839, 4.3528, -1.7181], [-1.8441, 5.7227, -0.6661], [-1.7483, 3.6761, 1.4885], [-1.2213, 4.9676, 2.0969], [-1.9517, 2.9263, 2.2669], [-2.7150, 3.8478, 0.9872], [-2.0166, 5.4234, 2.7009], [-0.3624, 4.7787, 2.7508], [-0.9277, 5.6938, 1.3280], [0.5640, -0.1291, -1.0203], [2.6168, 1.1830, -4.7299], [2.1072, 2.4601, -3.5206], [3.1283, 3.5959, -3.4386], [1.9548, 1.9571, -2.5585], [1.1484, 2.8514, -3.8779], [2.7125, 4.4322, -2.8639], [4.0598, 3.2731, -2.9571], [3.3736, 3.9650, -4.4445], [3.0058, -0.3535, -3.8518], [4.0782, -1.1651, -4.5902], [2.0822, -0.9334, -3.7462], [3.3712, -0.0838, -2.8524], [4.4964, -1.9248, -3.9201], [3.6520, -1.6839, -5.4575], [4.8959, -0.5146, -4.9280], [1.1701, 0.7738, -5.7500], [1.2233, 1.5702, -7.0569], [0.2629, 0.9749, -5.1753], [1.2368, -0.3007, -5.9703], [0.3488, 1.3321, -7.6715], [1.2550, 2.6541, -6.8936], [2.1165, 1.2712, -7.6181], [-1.8121, -0.0862, 1.6051], [-3.3271, -0.4797, 0.6791], [-2.9018, -2.1643, 0.1964], [-1.1306, 0.4468, 0.9290], [-1.3311, -1.0146, 1.9463], [-2.0772, 0.5445, 2.4628], [-2.1337, -2.5599, 0.8606], [-3.8224, -2.7385, 0.3246], [-2.5726, -2.2039, -0.8447]],
  "forces_ev_per_angstrom": [[0.4, 0.0, -0.4], [-1.3, 0.0, -1.6], [0.2, -0.5, 0.1], [0.0, 0.1, 0.6], [-0.1, -0.1, -0.4], [0.4, 0.1, 0.9], [4.5, -0.1, 0.2], [-5.3, -0.4, -1.3], [1.7, -0.1, 0.9], [0.7, -0.1, -0.7], [0.0, -0.5, 1.0], [-2.3, 0.0, -0.8], [-0.1, 0.7, 0.5], [-0.2, -0.4, -0.8], [-0.3, 0.2, 1.7], [-0.3, 0.1, 0.1], [0.0, 0.2, 0.0], [0.2, 0.1, 0.0], [-0.3, -0.1, 0.1], [0.5, 0.2, 0.2], [0.1, 0.5, 0.1], [0.7, -0.5, -0.7], [-0.6, 0.3, 0.1], [-0.3, -0.3, 0.7], [-0.1, -0.4, -0.4], [0.3, 0.1, 0.2], [0.0, 0.3, 0.5], [0.0, 0.1, -0.3], [-0.1, 0.2, -0.2], [-0.1, 0.1, 0.3], [0.1, -0.2, -0.1], [0.4, 0.0, 0.2], [0.0, 0.1, -0.2], [-0.1, 0.2, 0.2], [-0.2, 0.0, -0.3], [-0.2, -0.1, 0.3], [0.1, 0.1, 0.1], [0.1, -0.3, -0.3], [-0.1, 0.0, -0.3], [-0.2, 0.2, 0.3], [0.1, 0.2, -0.1], [0.2, 0.0, 0.1], [0.3, 0.0, -0.1], [-0.2, 0.1, -0.1], [0.0, -0.2, 0.2], [1.7, 0.0, -0.2], [-1.9, -0.9, 1.3], [0.4, 0.5, -0.5], [0.2, 0.3, 0.1], [0.1, 0.0, -0.1], [0.2, -0.1, -0.1], [0.1, -0.2, -0.1], [-0.2, 0.1, -0.1], [-0.1, 0.0, 0.3], [1.1, 0.0, 0.2], [0.2, -0.3, -0.1], [0.0, 0.3, -0.1], [-0.1, 0.0, -0.2], [-0.1, 0.2, -0.2], [0.2, 0.2, 0.1], [-0.1, -0.3, 0.1], [0.6, 0.1, -1.0], [-0.1, -0.1, -0.4], [0.2, 0.0, 0.1], [-0.1, 0.2, 0.1], [0.2, 0.1, 0.1], [0.0, -0.2, 0.0], [-0.2, 0.2, 0.0], [0.4, 0.7, -0.1], [0.2, -0.4, 0.6], [-0.6, -0.4, -0.4], [-0.3, -0.1, 0.4], [-0.5, 0.3, -0.1], [0.1, -0.2, -0.3], [-0.2, 0.1, -0.1], [0.3, -0.2, -0.1], [0.0, -0.1, 0.2]]
}

***

{
  "formula": "C27H44BrNO7PS",
  "method": "the ωB97M-V functional and the def2-TZVPD basis",
  "e_tot_ev": -134688.2857,
  "charge": 1,
  "orbital_gap_ev": 6.957,
  "fmax_ha_per_bohr": 0.07775,
  "e_lumo_ev": -4.90,
  "species": ["C", "C", "C", "C", "C", "C", "C", "N", "C", "C", "C", "Br", "C", "P", "O", "O", "S", "C", "C", "C", "C", "C", "C", "C", "C", "O", "O", "O", "C", "C", "C", "C", "H", "H", "H", "H", "H", "H", "H", "H", "H", "H", "H", "H", "H", "H", "H", "H", "H", "H", "H", "H", "H", "H", "H", "H", "H", "H", "H", "H", "H", "H", "H", "H", "H", "H", "H", "H", "O", "C", "O", "C", "C", "C", "H", "H", "H", "H", "H", "H", "H", "H"],
  "coordinates": [[-4.1055, 3.0146, -3.9808], [-4.4390, 1.8329, -3.9880], [-4.7567, 0.3767, -3.5016], [-3.5800, -0.6784, -3.8674], [-3.5518, -1.7556, -2.6988], [-2.2948, -1.7160, -1.7458], [-1.6718, -3.0592, -1.4161], [-0.5706, -3.2073, -0.5472], [-0.0954, -4.6143, -0.3623], [1.3754, -4.8615, -0.9822], [1.6634, -3.9795, -2.2694], [1.3744, -6.7765, -1.5878], [0.0382, -2.0911, 0.0996], [1.4637, -2.2479, 1.2984], [1.3705, -1.1414, 2.5876], [1.6338, -3.7611, 2.0110], [3.1514, -1.8540, 0.4096], [-0.4876, -0.7084, -0.1978], [0.1096, 0.6149, 0.4637], [-0.8605, 0.9789, 1.6736], [-0.5608, 2.3682, 2.3965], [0.5286, 3.2796, 1.6905], [-0.2004, 2.0935, 3.9227], [-1.6582, -0.5053, -1.1319], [-2.1969, 0.9362, -1.4513], [-3.0439, 1.5167, -0.8266], [-1.6390, 1.5549, -2.6121], [-0.2816, 1.3694, -2.6347], [0.1451, 0.5478, -3.7443], [0.2013, 1.3918, -5.1160], [-1.0549, 1.1495, -6.0587], [-1.2660, -0.3544, -6.5194], [-3.8990, 4.1178, -4.0446], [-5.7408, 0.0949, -4.0033], [-4.9731, 0.3221, -2.3843], [-2.6019, -0.1628, -4.0731], [-3.9074, -1.1410, -4.8572], [-3.5661, -2.7852, -3.1964], [-4.4837, -1.7444, -2.0381], [-2.1185, -3.9890, -1.8883], [-0.7700, -5.3342, -0.9328], [-0.1606, -4.9177, 0.7264], [2.1926, -4.7992, -0.2114], [0.8635, -4.2106, -3.0407], [1.6870, -2.8942, -1.9628], [2.6486, -4.3287, -2.7097], [1.2789, -1.6378, 3.4354], [0.8386, -3.9016, 2.5835], [0.0731, 1.4676, -0.2745], [1.1910, 0.4661, 0.7495], [-1.9411, 1.0040, 1.3117], [-0.8139, 0.1026, 2.4023], [-1.5314, 2.9716, 2.3951], [1.5350, 2.7926, 1.5367], [0.1313, 3.5199, 0.6441], [0.5832, 4.2833, 2.2225], [-0.9479, 1.3543, 4.3629], [0.8563, 1.6977, 3.9981], [-0.3467, 3.0641, 4.4853], [-0.4015, -0.4348, -3.8500], [1.2335, 0.2769, -3.5265], [0.3041, 2.4976, -4.9013], [1.1326, 1.0148, -5.6595], [-2.0132, 1.5998, -5.6305], [-0.8566, 1.7498, -7.0119], [-0.4536, -0.7242, -7.2163], [-2.2507, -0.3934, -7.0915], [-1.3486, -1.1063, -5.6798], [1.1229, 2.7641, 6.6273], [2.3061, 2.5438, 6.5591], [2.8155, 1.4205, 7.1003], [4.1630, 0.9684, 6.9031], [5.1049, 1.6062, 7.9035], [3.2472, 3.5554, 5.9600], [4.4813, 1.1222, 5.8692], [4.1472, -0.1115, 7.0633], [5.1439, 2.6904, 7.7830], [6.1152, 1.2097, 7.7863], [4.7658, 1.4120, 8.9230], [3.5272, 4.2813, 6.7235], [2.7288, 4.0693, 5.1493], [4.1422, 3.1177, 5.5213]],
  "forces_ev_per_angstrom": [[-0.6, -0.6, -0.5], [0.4, 0.2, 1.8], [0.0, 1.0, -1.0], [-1.7, 0.5, 0.0], [0.7, -1.0, -0.2], [2.0, -0.6, 1.4], [0.1, 2.8, 0.4], [-1.6, 1.5, -0.6], [0.8, -1.5, -0.3], [-0.2, 0.3, -0.4], [-0.2, -0.9, 0.5], [0.0, 0.8, 0.5], [-2.8, 1.6, -1.0], [3.8, 0.8, 0.9], [-1.1, -2.7, -1.1], [-2.4, 2.1, -0.2], [-1.4, -0.3, 0.0], [-0.4, -0.6, -0.8], [-0.9, -0.7, -0.2], [-0.2, -0.4, 0.1], [0.0, 0.0, 0.7], [-1.1, 0.2, -0.8], [-0.7, 0.4, -0.6], [1.0, -3.1, 0.2], [0.1, 0.7, -0.2], [1.2, -1.3, -1.0], [-2.5, -0.4, 1.3], [2.3, -1.3, 0.0], [1.4, 0.5, -1.6], [-0.5, -1.1, 0.0], [0.3, 0.3, -0.6], [-0.5, 0.2, -0.3], [-0.3, -2.0, 0.0], [1.4, 0.1, 0.6], [0.5, 0.6, -1.4], [-1.1, -0.6, 0.6], [0.6, 0.3, 1.4], [0.2, 1.2, 0.8], [1.2, 0.3, -0.9], [0.9, 1.3, 0.8], [0.6, 1.4, 0.7], [0.2, 0.5, -1.3], [-1.0, 0.0, -0.9], [0.9, 0.5, 0.9], [0.1, -1.1, -0.6], [-1.1, 0.7, 0.6], [0.0, 0.6, -0.5], [0.8, -0.4, -0.2], [0.1, -1.2, 0.5], [-1.3, 0.1, -0.1], [1.5, -0.1, 0.2], [0.0, 1.3, -0.7], [1.3, -0.8, -0.1], [-1.0, 0.6, 0.5], [0.6, -0.2, 1.3], [0.2, -1.4, -0.5], [1.1, 0.8, -0.5], [-1.2, 0.5, 0.1], [0.6, -1.2, -0.4], [0.2, 1.2, 0.3], [-1.5, 0.5, 0.3], [0.0, -1.3, -0.1], [-1.2, 0.7, 0.6], [1.3, -0.8, -0.3], [-0.3, -0.7, 1.2], [-0.8, 0.6, 0.8], [1.3, -0.1, 0.7], [0.1, 0.9, -0.8], [0.5, -0.4, 0.1], [-0.2, 0.5, 0.1], [-0.4, -0.5, -0.1], [0.2, 0.1, 0.1], [0.0, 0.2, 0.1], [0.1, -0.1, -0.6], [0.0, 0.1, 0.0], [-0.2, 0.1, 0.0], [0.1, -0.1, -0.1], [-0.1, 0.0, 0.0], [0.0, -0.1, -0.1], [0.0, 0.0, 0.0], [-0.1, 0.1, 0.3], [0.1, 0.0, 0.2]]
}

***

{
  "formula": "C27H44BrNOP2SZr",
  "method": "the ωB97M-V functional and the def2-TZVPD basis",
  "e_tot_ev": -132939.7546,
  "charge": 4,
  "orbital_gap_ev": 5.099,
  "fmax_ha_per_bohr": 0.06017,
  "relative_energy_kcal_mol": 9.0,
  "e_lumo_ev": -13.80,
  "species": ["C", "C", "C", "C", "N", "C", "C", "C", "C", "C", "C", "C", "C", "C", "Zr", "P", "H", "H", "H", "H", "H", "H", "H", "H", "C", "C", "H", "H", "H", "H", "H", "C", "C", "H", "H", "H", "H", "H", "C", "C", "H", "H", "H", "H", "H", "Br", "P", "C", "C", "H", "H", "H", "H", "H", "C", "C", "H", "H", "H", "H", "H", "C", "C", "H", "H", "H", "H", "H", "C", "S", "C", "O", "H", "H", "H", "H", "H", "H"],
  "coordinates": [[0.1991, 4.8691, 0.4199], [0.2570, 3.9024, -0.6137], [0.4604, 4.3745, -1.9239], [0.3346, 5.7552, -2.1990], [0.1612, 6.6540, -1.2167], [0.1189, 6.2226, 0.0528], [0.0412, 2.4407, -0.3862], [-0.1759, 1.4186, -1.2479], [-0.9085, 1.1885, -2.4678], [-0.7725, -0.0287, -3.1829], [-1.8210, -0.5195, -3.8917], [-3.1110, 0.1815, -3.8988], [-3.0094, 1.6102, -3.5338], [-2.0113, 2.0282, -2.7266], [-0.5232, 0.6848, 0.6338], [2.0277, -0.0136, 0.8857], [0.6644, 3.7004, -2.7694], [0.1680, 4.5805, 1.4754], [0.3611, 6.1067, -3.2433], [-0.0084, 7.0078, 0.8072], [-2.0731, 2.9614, -2.1743], [0.1718, -0.5848, -3.1097], [-3.8048, 2.2364, -3.9126], [-1.7498, -1.3821, -4.5212], [1.6421, -1.1969, 2.2753], [2.3144, -2.5721, 2.1850], [0.5526, -1.3442, 2.3521], [1.9685, -0.6945, 3.2030], [2.0124, -3.1735, 3.0539], [2.0109, -3.1411, 1.2954], [3.4100, -2.5157, 2.1982], [2.6365, -1.0086, -0.5090], [3.5080, -0.2446, -1.5054], [1.7620, -1.4169, -1.0165], [3.1601, -1.8608, -0.0635], [3.5830, -0.8713, -2.4062], [3.0489, 0.7208, -1.7862], [4.5225, -0.0753, -1.1089], [3.5924, 0.7007, 1.5196], [4.7408, -0.2533, 1.8509], [3.3174, 1.2810, 2.4084], [3.9001, 1.4164, 0.7512], [5.6623, 0.3353, 1.9395], [4.6011, -0.7610, 2.8126], [4.9347, -1.0168, 1.0859], [-4.2895, -0.6921, -2.6479], [-1.9575, -1.8310, -0.4009], [-0.3274, -2.7431, -0.4591], [-0.4006, -4.2566, -0.5454], [0.1944, -2.4615, 0.4744], [0.2593, -2.3439, -1.3006], [0.6009, -4.6835, -0.3711], [-1.0537, -4.7044, 0.2090], [-0.7738, -4.5817, -1.5171], [-2.6059, -2.9319, 1.0010], [-3.8044, -3.8610, 0.7991], [-2.7516, -2.1968, 1.8181], [-1.7991, -3.5977, 1.2960], [-4.2167, -4.1013, 1.7923], [-4.6115, -3.4856, 0.1638], [-3.4739, -4.8406, 0.4000], [-2.8652, -2.6567, -1.7926], [-2.2059, -3.3466, -2.9190], [-3.5715, 0.0895, -4.8881], [-3.8781, -3.0515, -1.5886], [-2.6790, -2.9327, -3.8237], [-1.1499, -3.0884, -2.8942], [-2.3711, -4.4297, -3.0336], [0.5381, 3.6502, 4.2858], [0.5079, 1.9288, 3.7805], [-1.0008, 1.4658, 4.6061], [0.0178, 1.9078, 2.2726], [0.7920, 3.6507, 5.3511], [-0.4531, 4.0880, 4.1332], [1.3067, 4.1920, 3.7237], [-1.6500, 2.3483, 4.6439], [-1.4867, 0.6645, 4.0357], [-0.7179, 1.1304, 5.6055]],
  "forces_ev_per_angstrom": [[-0.3, -0.1, -0.2], [0.5, -0.6, 0.2], [-0.5, 0.4, -0.6], [0.2, -0.5, 0.6], [-0.1, -0.7, -0.2], [0.2, -0.2, -0.1], [-0.1, 1.0, -0.9], [-1.0, 1.2, -2.7], [0.8, -0.4, 2.4], [0.0, -1.6, -1.1], [1.3, 0.7, 0.5], [0.7, 0.8, -1.9], [0.0, 0.2, 0.6], [-1.1, 0.8, -0.2], [1.6, 0.8, 2.1], [0.9, -1.3, 0.7], [-0.2, 0.2, 0.5], [-0.2, 0.1, -0.5], [0.1, 0.0, 0.7], [0.1, -0.4, -0.2], [0.1, 0.2, -0.6], [-0.3, 0.3, -0.2], [-0.2, 0.3, 0.5], [0.3, -0.3, 0.0], [0.3, -0.1, -0.1], [-0.1, -0.5, 0.3], [-0.2, 0.0, 0.2], [-0.3, -0.1, -0.3], [0.1, 0.2, -0.2], [0.1, 0.2, 0.2], [-0.4, 0.1, -0.1], [-0.3, -0.3, -0.1], [0.0, 0.0, -0.1], [0.2, 0.0, -0.1], [0.0, 0.1, -0.2], [0.2, 0.4, 0.2], [0.3, -0.3, 0.1], [-0.5, 0.0, -0.3], [-0.3, 1.2, -0.1], [0.2, -0.5, 0.1], [0.1, 0.1, -0.1], [0.1, 0.1, 0.1], [-0.3, 0.0, 0.0], [0.0, 0.1, -0.2], [-0.1, 0.3, 0.1], [-0.4, -0.6, 0.4], [0.2, -2.0, 0.6], [0.2, 0.5, -0.7], [0.2, -0.6, 0.1], [-0.2, 0.1, -0.3], [-0.1, -0.2, 0.3], [-0.4, 0.1, -0.3], [0.3, 0.0, -0.2], [0.4, -0.1, 0.3], [-0.6, 1.0, 0.6], [-0.2, -0.6, 0.2], [-0.3, -0.6, -0.2], [0.2, 0.6, 0.1], [0.0, 0.2, -0.4], [0.0, 0.0, 0.4], [-0.1, 0.5, -0.1], [-0.9, -0.7, 0.0], [0.2, 1.1, -0.3], [-0.2, -0.2, 0.2], [0.6, 0.4, 0.2], [0.1, -0.4, 0.0], [0.0, -0.3, -0.6], [-0.3, 0.2, 0.6], [0.0, 0.1, -0.4], [-0.6, 0.1, -0.5], [-0.1, 0.1, 0.3], [-0.2, -0.3, 0.5], [0.0, -0.1, -0.1], [0.2, 0.0, 0.0], [-0.1, -0.2, 0.2], [0.0, -0.3, 0.1], [0.3, 0.1, 0.3], [-0.3, 0.0, 0.0]]
}